[1]
34
Properties=species:S:1:pos:R:3 method="wB97M-V/def2-TZVPD" de_lowest_kcal_mol=25.2 smiles=Cc1c[nH]c2ccccc12.Cc1ccccc1 total_energy_ha=-674.6164 lumo_energy_ev=0.9 total_charge=0 e_homo_ev=-7.68
C -2.9538 2.3001 -1.1975
C -1.5075 2.6772 -1.2872
C -0.8470 3.5913 -2.0686
N 0.4865 3.6226 -1.7332
C 0.7363 2.7248 -0.7012
C 1.9338 2.2673 -0.1491
C 1.8792 1.2528 0.7885
C 0.6528 0.7086 1.2042
C -0.4863 1.1990 0.6402
C -0.5435 2.2189 -0.3324
H -3.6556 3.1283 -1.1983
H -3.1029 1.6413 -0.3385
H -3.1891 1.5730 -1.9917
H -1.1314 4.2808 -2.8451
H 1.0874 4.0676 -2.3912
H 2.8681 2.6939 -0.4831
H 2.8039 1.0233 1.3067
H 0.5675 -0.1461 1.8578
H -1.4593 0.7915 0.9212
C 0.4488 -5.0585 2.1856
C 0.2700 -3.8536 1.3237
C -0.9807 -3.2927 1.0976
C -1.1639 -2.3463 0.0881
C -0.0789 -1.7797 -0.5169
C 1.2129 -2.2736 -0.2309
C 1.3911 -3.2108 0.7566
H 1.4046 -5.5855 2.0325
H -0.2417 -5.8734 1.9445
H 0.4669 -4.8604 3.2542
H -1.8163 -3.7415 1.6263
H -2.2093 -2.1369 -0.1158
H -0.0957 -1.1149 -1.3647
H 2.0071 -2.0326 -0.9283
H 2.2865 -3.8134 0.8989

[2]
14
Properties=species:S:1:pos:R:3 method="wB97M-V/def2-TZVPD" de_lowest_kcal_mol=22.2 smiles="C1=CCCC=C1" total_energy_ha=-233.3516 lumo_energy_ev=1.1 total_charge=0 e_homo_ev=-8.66
C -0.0283 -1.2670 -0.8941
C 0.8249 -0.3088 -1.0775
C 1.0195 0.8435 -0.1404
C -0.3050 1.0656 0.5385
C -0.9130 -0.1700 1.1500
C -0.7695 -1.2577 0.4255
H -0.2782 -2.1172 -1.5850
H 1.2839 -0.0477 -2.1512
H 1.9192 0.5469 0.4999
H 1.1451 1.7572 -0.7165
H -1.0038 1.4479 -0.2676
H -0.3837 1.8879 1.3533
H -1.3344 -0.1003 2.1726
H -1.1767 -2.2804 0.6924

[3]
28
Properties=species:S:1:pos:R:3 method="wB97M-V/def2-TZVPD" de_lowest_kcal_mol=5.2 total_energy_ha=-1475.9642 lumo_energy_ev=2.9 total_charge=-1 e_homo_ev=-8.07
P 15.7832 0.9096 3.2441
F 15.9848 0.8024 4.8418
F 14.6800 -0.2883 3.2192
F 14.5333 1.9165 3.4102
F 15.7736 1.0049 1.6089
F 16.7400 2.2331 3.1533
F 16.9874 -0.1519 3.0315
O 16.8650 2.8319 -0.0230
H 17.7764 2.6591 0.2267
H 16.3474 2.1919 0.4981
O 16.0792 -1.5117 7.1117
H 15.7265 -2.2812 6.6555
H 16.4082 -0.9439 6.4064
O 18.9018 1.3560 5.4712
H 18.8386 0.4154 5.2853
H 18.1340 1.7381 5.0313
O 15.1684 4.9924 3.8384
H 15.3306 4.0498 3.7054
H 16.0195 5.4063 3.6708
O 14.2389 -1.8554 0.9744
H 14.6516 -1.0749 1.3746
H 13.8537 -1.5317 0.1553
O 13.1883 0.4436 5.4878
H 13.8127 0.9808 4.9712
H 13.1928 -0.4086 5.0479
O 19.0004 -1.9249 2.3567
H 19.1374 -1.9401 3.3074
H 18.0589 -1.7499 2.2529

[4]
20
Properties=species:S:1:pos:R:3 method="wB97M-V/def2-TZVPD" multiplicity=2 de_lowest_kcal_mol=58.1 total_energy_ha=-382.0747 lumo_energy_ev="-3.2 / -8.6" total_charge=+1 e_homo_ev="-13.50 / -13.49"
C -2.2954 0.7895 -1.6034
N -1.2103 1.0571 -0.6833
C -1.4513 0.4401 1.6356
C -0.7652 0.0596 0.2921
C 0.8397 -0.0310 0.3994
N 1.3379 -1.1935 -0.4071
C 2.8780 -1.1118 -0.3495
O -2.6551 -0.3456 -1.7425
H -2.6094 1.5341 -2.2718
H -1.0521 1.9669 -0.1974
H -0.7077 1.0924 2.1406
H -2.4636 0.8958 1.4329
H -1.6024 -0.4187 2.3234
H -1.2387 -0.8874 -0.1216
H 1.1508 -0.2995 1.3585
H 1.2833 1.0037 0.1393
H 0.8582 -1.1849 -1.3256
H 3.3337 -0.2037 -0.8727
H 2.9688 -1.1852 0.8190
H 3.4010 -1.9780 -0.9660

[5]
14
Properties=species:S:1:pos:R:3 method="wB97M-V/def2-TZVPD" de_lowest_kcal_mol=93.6 total_energy_ha=-320.7342 lumo_energy_ev=1.0 total_charge=0 e_homo_ev=-8.12
N 2.5991 0.3027 -0.0065
N 1.6288 -0.7660 0.0994
C 0.3254 -0.4147 -0.1011
C -0.0058 1.0831 -0.3606
C -1.3160 1.0737 0.0526
C -1.9176 -0.4235 0.0991
N -0.6742 -1.1808 -0.2908
H 3.1579 0.2969 0.9383
H 3.1937 -0.1626 -0.7157
H 0.7838 1.8873 -0.3049
H -2.2482 1.6460 0.3257
H -2.3449 -0.6891 1.1221
H -2.8703 -0.4077 -0.6465
H -0.3117 -2.2453 -0.2112

[6]
19
Properties=species:S:1:pos:R:3 method="wB97M-V/def2-TZVPD" de_lowest_kcal_mol=25.5 smiles="C=C[C@H](O)CC.O" total_energy_ha=-348.1642 lumo_energy_ev=0.8 total_charge=0 e_homo_ev=-9.87
C 1.4841 -1.9501 -0.0892
C 0.8430 -1.0027 -0.7718
C 0.5972 0.3957 -0.2372
O 0.7348 0.4654 1.1652
C -0.7440 0.9766 -0.7038
C -0.8270 2.4800 -0.4540
H 1.8644 -1.7388 0.9081
H 1.6772 -2.9336 -0.5091
H 0.4882 -1.2050 -1.7835
H 1.3981 1.0356 -0.6381
H 0.0400 -0.1089 1.5414
H -0.8840 0.7656 -1.7727
H -1.5518 0.4557 -0.1697
H -1.8136 2.8779 -0.7126
H -0.6264 2.7023 0.5984
H -0.0818 3.0138 -1.0571
O -1.1137 -1.7268 1.6469
H -0.6877 -2.0165 0.8239
H -0.7840 -2.3434 2.3114